# 1
The following is a DFT calculation (the ωB97M-V functional and the def2-TZVPD basis) of a cluster of 3 separate species, C31H65ClO7S2 in total at a distorted geometry.

CARTESIAN COORDINATES (ANGSTROEM)
C 7.06741 -1.34772 0.81961
O 8.03404 -0.88969 -0.19010
C 7.37821 -0.32917 -1.38175
C 8.26145 1.03320 -1.78272
C 7.29739 2.10162 -2.59318
C 6.27941 2.89679 -1.55979
C 4.79351 3.15279 -2.28053
C 3.93583 4.07057 -1.21713
C 2.64793 4.83184 -1.91821
C 1.28014 3.95188 -1.56858
C 0.07029 4.51822 -2.51937
C -1.39878 3.85169 -2.22140
C -1.52699 3.09301 -0.76584
C -1.03469 1.49546 -0.82072
C -1.93252 0.50705 0.13055
O -1.20076 -0.25243 1.19834
S -2.51888 -1.21464 1.79784
O -2.88021 -0.47520 3.13385
O -2.23543 -2.73491 1.89780
O -3.71269 -1.11484 0.53757
C -2.81785 -0.71187 -0.59448
C -3.49405 -0.15163 -1.97699
C -2.94097 -0.83171 -3.35856
C -1.35006 -1.20606 -3.38080
C -1.08324 -2.81697 -3.74322
S 0.81149 -3.01413 -3.68381
O 1.49091 -1.78653 -4.39873
O 1.36816 -3.03182 -2.23843
Cl 1.40502 -4.73969 -4.71091
H 7.54004 -1.06799 1.87916
H 6.02429 -0.81199 0.78718
H 6.98507 -2.53283 0.81890
H 7.48385 -1.04411 -2.32871
H 6.24729 -0.05998 -1.24799
H 9.21611 0.74896 -2.40300
H 8.58074 1.53751 -0.75629
H 7.98986 2.90079 -3.13153
H 6.63089 1.49996 -3.36520
H 6.68478 3.93675 -1.20068
H 6.03806 2.24939 -0.58991
H 4.24559 2.13879 -2.53795
H 4.93002 3.74581 -3.29622
H 4.66005 4.86308 -0.72031
H 3.48708 3.32672 -0.40736
H 2.46857 5.92427 -1.52747
H 2.73758 4.88126 -3.09082
H 1.54472 2.83519 -1.81350
H 1.07825 4.03463 -0.41398
H 0.36043 4.24451 -3.64000
H 0.06265 5.70849 -2.45326
H -2.20793 4.72420 -2.26607
H -1.66449 3.14266 -3.14060
H -2.69525 3.04976 -0.52481
H -1.01394 3.68589 0.11968
H -1.06027 1.21733 -1.97252
H 0.11000 1.42181 -0.50926
H -2.58138 1.28171 0.75300
H -2.16693 -1.69981 -0.72780
H -3.47537 1.03264 -2.08510
H -4.65399 -0.42657 -1.91314
H -3.60864 -1.76368 -3.68383
H -3.11911 -0.02450 -4.22036
H -0.86288 -0.61767 -4.29829
H -0.73800 -0.88667 -2.43760
H -1.60210 -3.54502 -2.98725
H -1.49036 -3.00876 -4.84689
C -0.95147 3.39631 2.99955
C -1.08572 3.12665 4.49071
C -2.49446 2.68407 4.89431
C -3.59891 3.71536 4.63667
C -3.39522 5.06908 5.32074
C -3.37317 4.97350 6.83830
H -1.60472 4.21147 2.67546
H 0.07768 3.68270 2.75989
H -1.19931 2.50304 2.41792
H -0.78588 4.01664 5.05161
H -0.38001 2.33389 4.76611
H -2.48729 2.41232 5.95642
H -2.74792 1.76333 4.35202
H -4.55518 3.28942 4.96854
H -3.70289 3.87875 3.55776
H -4.21446 5.73603 5.02554
H -2.47299 5.54344 4.96888
H -4.31031 4.54936 7.21457
H -3.25091 5.96761 7.27744
H -2.54655 4.35168 7.19364
C -3.14540 -4.84441 -0.34113
C -3.84362 -6.19476 -0.28358
C -3.69481 -6.88801 1.07309
C -2.25583 -7.23441 1.47200
C -1.50566 -8.12927 0.48282
C -2.14535 -9.49844 0.31311
H -2.06605 -4.94045 -0.19264
H -3.30404 -4.37993 -1.31975
H -3.54041 -4.16831 0.42340
H -3.46782 -6.83516 -1.08686
H -4.91148 -6.04330 -0.48129
H -4.30416 -7.79941 1.07139
H -4.12372 -6.24328 1.85183
H -2.27727 -7.72813 2.45271
H -1.68301 -6.31082 1.61481
H -0.47959 -8.26666 0.84535
H -1.42205 -7.63913 -0.49294
H -2.19036 -10.02771 1.27099
H -1.55878 -10.10562 -0.38211
H -3.16027 -9.42513 -0.08788

Summary:
Kohn-Sham gap   8.28 eV
SMILES   COCCCCCCCCCCCC[C@@H]1OS(=O)(=O)O[C@H]1CCCCS(=O)(=O)Cl.CCCCCC.CCCCCC
F_max   7.742 eV Å⁻¹
E_HOMO   -0.346 Eh

---

# 2
The following is a DFT calculation (the ωB97M-V functional and the def2-TZVPD basis) of a cluster of 8 separate species, C38H80N8O6 in total at a distorted geometry.

CARTESIAN COORDINATES (ANGSTROEM)
C 7.18931 -0.81286 -4.53452
C 6.31968 -1.08228 -3.34367
C 4.93203 -1.46165 -3.82074
C 4.14507 -0.37196 -4.44780
N 3.54088 0.45823 -4.95200
H 6.71263 -0.17630 -5.27995
H 7.22815 -1.76437 -5.06482
H 8.21640 -0.54705 -4.28446
H 6.27368 -0.11941 -2.83487
H 6.64362 -1.82172 -2.61129
H 4.37439 -1.86011 -2.97318
H 5.11551 -2.32466 -4.46078
C 5.13972 -0.14533 4.67128
C 3.75033 -0.57759 4.35924
C 2.75285 -0.91564 5.52235
C 2.16869 0.23367 6.07737
N 1.74269 1.20814 6.50018
H 5.66962 -0.92287 5.22149
H 5.06938 0.73966 5.30369
H 5.77445 0.14146 3.83286
H 3.75674 -1.54495 3.85698
H 3.46039 0.15869 3.60961
H 3.13469 -1.59085 6.28811
H 1.89025 -1.38961 5.05396
C -3.07605 -3.77826 -0.17679
C -3.51707 -2.35594 0.17805
C -2.24531 -1.64934 0.74611
C -1.37090 -1.14471 -0.30042
N -0.68753 -0.71046 -1.20423
H -2.96847 -4.42482 0.69412
H -2.14276 -3.83212 -0.73729
H -3.82265 -4.30402 -0.77199
H -4.35987 -2.33792 0.86904
H -3.71510 -1.81374 -0.74656
H -1.68131 -2.23585 1.47138
H -2.61592 -0.77512 1.28135
C 6.05957 3.76579 5.11024
C 5.05056 3.57759 3.99365
C 4.17367 4.80813 3.62948
C 3.30326 4.55528 2.46608
N 2.73917 4.36344 1.53852
H 5.69639 4.39794 5.92055
H 6.98025 4.16231 4.68219
H 6.41799 2.84982 5.57995
H 4.25693 2.86606 4.22161
H 5.56259 3.01362 3.21400
H 4.60538 5.76746 3.34414
H 3.48374 5.01439 4.44774
C 4.39150 0.66779 0.04886
C 3.08738 0.83918 -0.75985
C 1.85695 1.40027 -0.02560
C 1.39284 0.58696 1.11061
N 0.99942 -0.02028 2.02020
H 4.91395 1.53526 0.45216
H 5.02835 -0.02259 -0.50420
H 4.43569 0.05031 0.94600
H 2.82254 -0.20062 -0.95159
H 3.20337 1.30858 -1.73674
H 1.05836 1.46324 -0.76479
H 1.91346 2.38598 0.43622
C -3.11548 8.11978 -2.70620
O -3.70941 6.86236 -3.11595
C -3.03173 6.25867 -4.23174
C -1.76472 5.59739 -3.64382
N -1.87471 4.54860 -2.61219
C -2.68543 3.34390 -2.85116
C -2.70934 2.54624 -1.45872
O -3.23097 3.42725 -0.48513
C -3.01944 2.93139 0.84080
H -3.51595 8.92062 -3.32780
H -2.04224 8.28930 -2.79289
H -3.49245 8.26007 -1.69313
H -2.87795 6.94492 -5.06451
H -3.51045 5.44053 -4.76987
H -1.25794 6.41091 -3.12473
H -1.03074 5.26744 -4.37901
H -2.06273 4.92527 -1.69411
H -2.17312 2.79180 -3.63908
H -3.63754 3.61447 -3.30765
H -1.82042 1.99879 -1.14533
H -3.38451 1.72140 -1.68653
H -1.99905 3.03170 1.21072
H -3.44624 1.92894 0.80870
H -3.71152 3.52448 1.43860
C -3.46498 0.65880 -6.11689
O -2.93861 0.87678 -4.80112
C -2.47798 -0.26535 -4.19613
C -1.04891 -0.67630 -4.82955
N -0.49038 -1.81269 -4.10947
C 0.52055 -2.41408 -4.90958
C 1.35383 -3.37713 -4.14220
O 2.01106 -2.65053 -3.06002
C 2.02407 -3.36006 -1.88581
H -2.68524 0.46089 -6.85237
H -4.05988 1.50595 -6.45825
H -4.12421 -0.20922 -6.10894
H -3.20379 -1.07443 -4.27799
H -2.38632 -0.31040 -3.11092
H -0.31658 0.13057 -4.85712
H -1.23003 -1.00130 -5.85408
H 0.00326 -1.72220 -3.23297
H 1.06637 -1.66796 -5.48705
H -0.03940 -3.07792 -5.56827
H 2.13781 -3.82948 -4.74954
H 0.68305 -4.22121 -3.98193
H 2.26994 -4.41466 -2.01024
H 1.07136 -3.26617 -1.36465
H 2.78581 -2.81212 -1.33118
C -7.41734 -2.93174 4.02239
O -6.61552 -3.24826 5.16727
C -6.15593 -4.65313 5.16151
C -5.24488 -5.16953 4.11671
N -3.85442 -4.71479 4.14539
C -3.66014 -3.31492 3.79326
C -2.20263 -2.98560 3.94236
O -1.60522 -3.91565 3.11976
C -0.21320 -3.68812 3.13810
H -7.00111 -3.23954 3.06317
H -7.54643 -1.85305 4.11112
H -8.44598 -3.25343 4.18521
H -7.08476 -5.22352 5.16645
H -5.76107 -4.86848 6.15438
H -5.58011 -5.08769 3.08278
H -5.28290 -6.25315 4.22817
H -3.21080 -5.25585 3.58583
H -4.14149 -2.56613 4.42231
H -4.00843 -3.09120 2.78492
H -1.91034 -3.16932 4.97625
H -1.95002 -1.96891 3.64130
H 0.11647 -4.01460 4.12443
H 0.10714 -2.67727 2.88581
H 0.08024 -4.31629 2.29703

Summary:
Kohn-Sham gap (alpha / beta)   8.12 / 3.27 eV
<S²>   0.755
F_max   6.776 eV Å⁻¹
E_HOMO (alpha / beta)   -0.371 / -0.371 Eh
Spin multiplicity   2
Charge   +1

---

# 3
The following is a DFT calculation (the ωB97M-V functional and the def2-TZVPD basis) of a cluster of 3 separate species, C5H18BFNO4 in total at a distorted geometry.

CARTESIAN COORDINATES (ANGSTROEM)
C 3.80804 -1.29684 -0.20052
O 2.63799 -1.15369 0.68177
B 1.45333 -1.86595 0.16478
O 1.31142 -3.32216 -0.02922
N 0.22069 -0.99747 -0.15831
F 0.28431 -0.60821 -1.45658
H 4.75507 -0.97987 0.43997
H 3.78428 -0.57825 -1.14882
H 3.90016 -2.39022 -0.61020
H 1.23510 -3.75293 0.89041
H 0.16424 -0.15375 0.45924
H -0.61526 -1.61843 -0.00741
C -3.60530 -1.49306 -1.48585
C -3.34827 -0.03288 -1.79513
O -2.14295 0.38959 -1.17450
H -3.67537 -1.65081 -0.40454
H -4.53356 -1.83332 -1.95337
H -2.78021 -2.11639 -1.84570
H -4.16425 0.58851 -1.41456
H -3.26402 0.13091 -2.87386
H -1.42338 -0.16271 -1.52551
C 0.19308 2.71001 2.48460
C 0.66605 3.06108 1.08929
O 2.05992 2.81576 0.97347
H 0.73215 3.29973 3.23338
H -0.87895 2.89778 2.59190
H 0.39042 1.65624 2.70691
H 0.48711 4.11971 0.87938
H 0.14093 2.46628 0.33560
H 2.20720 1.87133 1.15339

Summary:
Kohn-Sham gap   7.49 eV
F_max   5.598 eV Å⁻¹
E_HOMO   -0.484 Eh
Charge   +1

---

# 4
The following is a DFT calculation (the ωB97M-V functional and the def2-TZVPD basis) of a structure of composition C6H9CoNO5 at a distorted geometry.

CARTESIAN COORDINATES (ANGSTROEM)
Co 0.17090 -0.45950 0.56500
O -1.83730 -0.16940 -0.21590
C -1.91970 1.05570 -0.94850
C -1.31530 2.22090 -0.15740
N 0.11720 2.03690 0.10120
C 0.55720 2.49370 1.38660
C 0.17000 1.48230 2.57580
O 0.00540 1.92160 3.66920
O 0.08050 0.26970 2.17280
C 1.01210 2.10220 -1.00440
C 1.80820 0.69990 -1.32300
O 2.84470 0.78820 -1.89470
O 1.14990 -0.30960 -0.92360
H -2.64000 -0.29790 0.31150
H -1.36180 0.88910 -1.87440
H -2.96100 1.27470 -1.18450
H -1.48510 3.15280 -0.71110
H -1.83340 2.29700 0.80380
H 1.64590 2.58440 1.42150
H 0.10520 3.45130 1.66760
H 0.48580 2.30390 -1.93680
H 1.80900 2.83750 -0.87130

Summary:
Kohn-Sham gap (alpha / beta)   10.35 / 5.98 eV
<S²>   6.016
F_max   2.308 eV Å⁻¹
E_HOMO (alpha / beta)   -0.519 / -0.512 Eh
Spin multiplicity   5
Charge   +1

---

# 5
The following is a DFT calculation (the ωB97M-V functional and the def2-TZVPD basis) of a structure of composition C15H39ClI2MnP3 at a distorted geometry.

CARTESIAN COORDINATES (ANGSTROEM)
I 2.13713 -3.14502 -0.17964
I 1.75343 -0.93413 1.84930
Mn -0.04421 0.32134 -0.11445
P 2.17818 1.48521 -0.45450
C 2.69065 2.67877 0.82694
C 3.52892 0.29646 -0.67313
H 4.50893 0.73426 -0.87797
H 2.60712 2.97736 -2.41291
H 3.24408 -0.44165 -1.42710
H 1.51638 1.60962 -2.76826
H 2.95090 2.10384 1.72325
H 3.60779 -0.26979 0.27187
C 1.79166 2.36396 -2.01540
H 3.57040 3.26915 0.55006
H 0.90744 3.00640 -1.86477
H 1.88318 3.37760 1.08043
P -1.75932 -1.65315 0.30391
C -2.75940 -1.52395 1.81151
C -2.91859 -1.83438 -1.10828
H -0.43783 -3.38023 -0.64187
H -1.74113 -4.08158 0.38682
H -0.28161 -3.33834 1.11703
C -0.99940 -3.28850 0.29658
H -2.32343 -1.97505 -2.01906
H -3.55018 -2.72029 -0.96194
H -3.55950 -2.27106 1.83389
H -3.20030 -0.52132 1.87907
H -3.54450 -0.94485 -1.24669
H -2.09794 -1.67773 2.67183
Cl 0.16702 -0.58231 -2.17518
C -0.20274 2.22753 3.18793
C -1.52440 2.43776 2.40846
C -2.29771 3.62539 2.98008
P -1.40916 2.39898 0.51064
C -3.00293 1.78794 -0.20574
C -4.25234 2.33753 0.51182
C -3.11302 2.03832 -1.74991
C -1.33490 4.14659 -0.22703
C -2.63159 4.93641 -0.10313
C -0.21703 4.97593 0.37174
H 0.49956 3.07149 3.12156
H 0.28900 1.28919 2.88449
H -0.46343 2.10642 4.25406
H -2.06221 1.49928 2.64895
H -1.77305 4.58662 2.88488
H -3.30097 3.69267 2.56138
H -2.41344 3.44640 4.05355
H -3.05096 0.69743 0.04002
H -4.40542 3.42195 0.35657
H -5.12942 1.83068 0.06268
H -4.20262 2.09764 1.58608
H -2.30048 1.56537 -2.32227
H -4.07832 1.65117 -2.12621
H -3.11221 3.12228 -1.97140
H -1.14498 4.02380 -1.30827
H -2.95322 5.09374 0.93107
H -2.42411 5.93763 -0.50619
H -3.42730 4.51991 -0.72171
H 0.75565 4.74379 -0.05753
H -0.42210 6.02347 0.15272
H -0.22533 4.86412 1.45438

Summary:
Kohn-Sham gap (alpha / beta)   5.70 / 6.17 eV
<S²>   6.342
F_max   2.363 eV Å⁻¹
Energy above the lowest of the compared OMol25 structures with the same formula, charge and spin   0.0 kcal per mole
E_HOMO (alpha / beta)   -0.549 / -0.566 Eh
Spin multiplicity   5
Charge   +2

---

# 6
The following is a DFT calculation (the ωB97M-V functional and the def2-TZVPD basis) of a cluster of 2 separate species, C5H12NS in total at a distorted geometry.

CARTESIAN COORDINATES (ANGSTROEM)
C -0.26547 2.05952 1.05543
C -1.63502 -0.06528 -1.30601
C 0.89840 -1.55811 1.12587
C 1.20359 -0.70186 -1.09453
C -0.92215 -0.58839 -0.06845
N 0.27153 -1.01057 -0.07607
S 0.08844 3.62482 1.59930
H -0.94929 1.74973 1.85264
H -1.86384 -0.77641 -2.09038
H -1.11735 0.72444 -1.71676
H -2.55231 0.30683 -0.92020
H 0.23112 -1.91282 1.81606
H 1.40670 -2.51153 0.76688
H 1.55985 -0.84207 1.55921
H 0.86723 0.26782 -1.51830
H 2.20847 -0.65820 -0.73342
H 1.13716 -1.48568 -1.79612
H -1.45121 -0.72484 0.83355
H 0.88415 4.10261 0.71130

Summary:
Kohn-Sham gap   8.98 eV
F_max   3.270 eV Å⁻¹
Energy above the lowest of the compared OMol25 structures with the same formula, charge and spin   90.8 kcal per mole
E_HOMO   -0.476 Eh
Charge   +1